The following is a DFT calculation (ωB97M-V with the def2-TZVPD basis set) of a cluster of 18 separate species, C39H121N7O18 in total in a non-equilibrium geometry.

Positions of all 185 atoms, in Å:
C1 0.18630 1.92941 -5.55681
C2 0.05844 3.32710 -6.18053
C3 -1.35801 3.84909 -5.71771
O1 -2.45229 2.91443 -6.04554
C4 -2.88211 3.03216 -7.39709
N1 1.17731 4.12369 -5.77708
H1 1.01134 1.33946 -5.92122
H2 -0.72645 1.43473 -5.57284
H3 0.49101 2.17763 -4.53323
H4 -0.00626 3.11217 -7.25754
H5 -1.68838 4.86577 -6.16427
H6 -1.47467 4.00417 -4.60489
H7 -3.69971 2.28494 -7.46896
H8 -2.10557 2.84940 -8.04825
H9 -3.34210 3.97579 -7.68877
H10 2.05179 3.62053 -6.00756
H11 1.25877 5.03197 -6.18855
C5 -3.86575 -1.07460 -1.64602
C6 -3.52813 -1.53994 -3.00752
C7 -4.25497 -0.71077 -4.12059
O2 -3.98650 0.67466 -3.84787
C8 -4.98577 1.53460 -4.40329
N2 -2.08205 -1.73782 -3.19059
H12 -3.23402 -0.24954 -1.31706
H13 -3.80331 -1.88666 -0.95631
H14 -4.93389 -0.77698 -1.62297
H15 -4.02558 -2.56459 -3.04341
H16 -5.32491 -0.91783 -3.99803
H17 -4.01275 -0.88195 -5.13714
H18 -4.87318 1.52177 -5.46572
H19 -4.82659 2.58673 -3.99792
H20 -6.06348 1.26734 -4.14615
H21 -1.99091 -1.91169 -4.19411
H22 -1.67485 -0.84911 -3.03343
C9 4.62444 -0.64751 5.86362
C10 3.50167 -0.80005 6.90739
C11 2.66791 0.47305 6.93334
O3 1.94278 0.56854 5.72226
C12 1.23132 1.75983 5.59619
N3 2.66317 -1.98760 6.52090
H23 5.04487 0.36774 5.89594
H24 4.28965 -0.77052 4.83713
H25 5.45124 -1.33509 6.01188
H26 3.82130 -1.01964 7.91521
H27 3.35670 1.26523 7.11240
H28 1.93456 0.42856 7.78437
H29 0.75221 1.58846 4.62750
H30 1.80920 2.65667 5.52739
H31 0.54569 1.96735 6.38953
H32 2.25628 -1.86391 5.59210
H33 1.93009 -2.11104 7.28079
C13 0.57781 -1.87551 -7.39208
C14 0.03125 -2.52122 -6.16044
C15 -1.22779 -3.37139 -6.59284
O4 -2.19394 -3.43643 -5.59855
C16 -3.13163 -4.47897 -5.81300
N4 1.01628 -3.33607 -5.50089
H34 0.61610 -2.56605 -8.22248
H35 1.55668 -1.43694 -7.22942
H36 -0.21471 -1.15546 -7.61982
H37 -0.26496 -1.67169 -5.46330
H38 -0.89811 -4.41658 -6.82280
H39 -1.60882 -3.05079 -7.58214
H40 -3.56441 -4.49505 -6.86345
H41 -3.93890 -4.46755 -5.13425
H42 -2.66015 -5.40861 -5.73592
H43 0.63765 -4.00426 -4.80476
H44 1.76195 -2.77820 -5.06826
C17 -1.98767 -0.20084 5.30625
C18 -1.82013 -1.70987 5.39644
C19 -2.58355 -2.33976 4.28716
O5 -3.94523 -2.10265 4.43116
C20 -4.84294 -3.07710 3.86320
N5 -0.38136 -1.98703 5.32394
H45 -1.63302 0.16547 4.34061
H46 -1.36188 0.27240 6.15812
H47 -2.94701 0.19598 5.56265
H48 -2.13256 -1.99916 6.37799
H49 -2.44245 -3.44398 4.35861
H50 -2.25160 -1.89523 3.35077
H51 -5.77095 -2.60878 3.67552
H52 -4.92332 -3.87602 4.58745
H53 -4.37194 -3.53020 2.99725
H54 -0.16559 -2.91314 5.55890
H55 0.03391 -1.44225 6.06600
C21 -2.74677 5.09271 2.98785
C22 -1.99929 3.82936 3.30427
C23 -1.05462 3.53147 2.15921
O6 -0.60805 2.17715 2.24263
C24 0.76917 1.90321 1.83079
N6 -1.37044 3.92431 4.57934
H56 -3.21444 5.10819 2.01890
H57 -2.08942 5.94021 2.92629
H58 -3.58953 5.19556 3.72224
H59 -2.70407 2.97205 3.36331
H60 -0.22444 4.26280 2.16630
H61 -1.54374 3.59661 1.15510
H62 0.70073 1.66868 0.81875
H63 1.16173 1.06074 2.50800
H64 1.39105 2.78224 1.87896
H65 -0.90034 4.82148 4.63871
H66 -0.71620 3.15625 4.71480
C25 2.52045 -6.63597 6.51318
C26 1.89764 -5.29358 6.15179
C27 2.46906 -4.84906 4.79033
O7 1.95582 -5.87860 3.84788
C28 1.90951 -5.46227 2.50705
N7 0.43005 -5.21848 6.10135
H67 2.18165 -6.94326 7.49956
H68 3.61389 -6.66260 6.47084
H69 2.29611 -7.48764 5.91287
H70 2.22900 -4.50278 6.81631
H71 3.51275 -4.99832 4.85816
H72 2.24293 -3.85064 4.45765
H73 1.36783 -4.47886 2.27354
H74 1.31700 -6.22599 1.91161
H75 2.89938 -5.20884 2.15980
H76 0.11285 -5.70167 5.29613
H77 0.14178 -5.81280 6.85673
C29 0.44049 -1.75285 1.76216
O8 0.95117 -1.35417 3.07271
H78 -0.49218 -1.23714 1.49533
H79 1.27579 -1.46283 1.09465
H80 0.22951 -2.86008 1.58299
H81 0.42193 -1.67903 3.87835
C30 4.80252 2.57762 -5.79239
O9 3.47165 2.17133 -6.05242
H82 5.48434 2.35029 -6.64849
H83 4.89366 3.66121 -5.62881
H84 5.25624 2.11730 -4.94563
H85 3.27979 1.58042 -5.28450
C31 3.73412 -0.98455 -3.62039
O10 3.21461 0.28993 -3.87190
H86 4.81734 -1.00041 -3.80757
H87 3.56811 -1.25050 -2.55844
H88 3.24214 -1.77726 -4.20253
H89 2.50589 0.42584 -3.23063
C32 -3.55253 0.31304 1.42481
O11 -2.22772 -0.01306 1.17416
H90 -3.76154 0.47774 2.45714
H91 -3.91124 1.28296 0.95042
H92 -4.17893 -0.49155 1.12873
H93 -1.64164 0.74415 1.44190
C33 3.92844 -0.22115 1.49755
O12 3.60431 -0.19744 2.88139
H94 3.23777 -0.89658 0.99259
H95 3.82903 0.81131 1.05697
H96 4.99365 -0.52192 1.42045
H97 2.66517 -0.51902 2.94812
C34 0.15950 6.40073 -0.21046
O13 0.87557 5.14904 0.04076
H98 0.79245 7.20329 -0.65142
H99 -0.67895 6.29813 -0.91065
H100 -0.20748 6.84281 0.70697
H101 0.79628 4.68903 -0.80559
C35 2.96568 4.49019 3.73393
O14 1.74897 5.20503 3.52513
H102 3.35967 4.44748 4.78414
H103 2.78263 3.46686 3.40794
H104 3.75333 4.77082 3.02191
H105 1.76221 6.11250 3.80292
C36 2.54301 3.38225 -2.25793
O15 1.14215 3.74121 -2.42460
H106 2.60898 2.70783 -1.43198
H107 2.99762 2.85329 -3.05634
H108 3.15181 4.24853 -2.06069
H109 1.25452 4.10727 -3.34868
C37 -1.91575 2.57022 -1.97845
O16 -1.63597 1.30345 -2.57009
H110 -1.37527 2.65294 -1.02608
H111 -1.65517 3.36189 -2.68932
H112 -2.97715 2.72690 -1.81043
H113 -2.24678 1.11042 -3.32029
C38 1.18370 -0.54314 -1.59543
O17 1.25940 0.78287 -2.33351
H114 2.08772 -0.59343 -1.06210
H115 0.32140 -0.64987 -0.94147
H116 1.08105 -1.27800 -2.40633
H117 0.34722 1.06787 -2.60106
C39 -0.65454 -4.28785 -0.86223
O18 -1.01401 -4.28288 -2.21032
H118 -1.51385 -4.21758 -0.23542
H119 -0.28737 -5.25415 -0.46997
H120 0.14287 -3.53056 -0.63713
H121 -1.21921 -3.38377 -2.46924

Values from the calculation:
- LUMO level (eV) = 0.607
- relative energy (zero: lowest compared OMol25 entry of this formula, charge and spin) (kJ/mol) = 0.0